1.
{"formula": "C2H4Cl2Si", "method": "the ωB97M-V functional and the def2-TZVPD basis", "e_above_lowest_kcal_mol": 84.2, "e_lumo_ev": -0.04, "gap_ev": 9.1, "mol_weight_g_mol": 127.046, "fmax_ev_per_a": 6.44, "elements": ["Si", "C", "Cl", "C", "Cl", "H", "H", "H", "H"], "coordinates": [[0.6391, 1.2085, 0.4969], [0.1517, -0.5221, -0.1060], [1.2685, -1.1661, -1.2607], [-1.2387, -1.1045, -0.2470], [-1.4899, -2.4005, -1.3222], [0.1836, 2.1950, -0.4134], [0.4906, 1.7359, 1.8166], [2.0786, 1.0966, 0.5054], [-2.0835, -1.0427, 0.5304]]}

=====

2.
{"formula": "C6H14P", "method": "the ωB97M-V functional and the def2-TZVPD basis", "e_above_lowest_kcal_mol": 72.6, "e_lumo_ev": -5.44, "gap_ev": 7.6, "mol_weight_g_mol": 117.152, "fmax_ev_per_a": 6.81, "charge": 1, "elements": ["C", "C", "C", "C", "C", "C", "P", "H", "H", "H", "H", "H", "H", "H", "H", "H", "H", "H", "H", "H", "H"], "coordinates": [[0.6758, -0.3764, 0.5846], [0.6421, 0.9973, 0.8222], [-0.4046, 1.6159, 1.5364], [1.6143, 1.9434, 0.1395], [0.3351, -2.3784, -1.2919], [-1.8156, -0.6802, -0.9010], [-0.0734, -0.6417, -1.2071], [1.7398, -0.8499, 0.3125], [0.0886, -1.0783, 1.0925], [-1.1159, 0.9426, 2.0998], [-1.1025, 2.2787, 1.0022], [-0.0787, 2.3748, 2.2648], [2.2783, 1.3767, -0.4900], [2.1877, 2.2719, 1.1035], [1.0690, 2.6774, -0.2440], [0.0418, -2.7044, -0.2776], [1.2833, -2.6301, -1.7584], [-0.5065, -2.9277, -1.9058], [-2.3456, -1.0467, -1.8716], [-2.3017, 0.2908, -0.7874], [-2.2113, -1.4557, -0.2232]]}

=====

3.
{"formula": "HN3P2", "method": "the ωB97M-V functional and the def2-TZVPD basis", "e_above_lowest_kcal_mol": 34.8, "e_lumo_ev": -1.06, "gap_ev": 8.6, "mol_weight_g_mol": 104.977, "fmax_ev_per_a": 3.58, "elements": ["N", "N", "P", "P", "N", "H"], "coordinates": [[-2.1172, 1.5533, -0.1641], [-1.0787, 1.3944, 0.4261], [-0.5561, -0.0734, 0.9005], [-2.3270, -1.0745, -0.0030], [-2.9379, 0.3143, -0.3353], [0.1662, -0.0011, -0.2248]]}

=====

4.
{"formula": "C35H50Ge2IIrN6PSe", "method": "the ωB97M-V functional and the def2-TZVPD basis", "e_above_lowest_kcal_mol": 0.0, "multiplicity": 5, "e_lumo_ev": [-7.66, -10.50], "gap_ev": [7.3, 4.3], "s_squared": 6.07, "mol_weight_g_mol": 1129.102, "fmax_ev_per_a": 2.21, "charge": 3, "elements": ["Ir", "C", "C", "Ge", "C", "C", "C", "C", "Ge", "C", "C", "C", "C", "C", "C", "C", "C", "C", "C", "H", "H", "H", "H", "H", "H", "H", "H", "H", "H", "H", "H", "H", "H", "H", "H", "H", "H", "H", "H", "H", "H", "H", "H", "H", "H", "I", "C", "C", "C", "C", "N", "C", "H", "H", "H", "H", "C", "N", "C", "Se", "N", "C", "C", "C", "C", "C", "C", "H", "H", "H", "H", "H", "H", "H", "H", "C", "N", "C", "N", "C", "N", "C", "P", "C", "C", "H", "H", "H", "H", "H", "H", "H", "H", "H", "H", "H", "H"], "coordinates": [[15.9217, 14.8404, 7.5414], [14.6112, 17.9018, 10.2205], [14.9990, 18.2900, 8.7922], [14.4908, 16.9054, 7.4283], [14.2642, 18.1633, 5.9201], [14.1922, 17.3571, 4.6363], [12.6004, 16.4318, 7.9076], [12.1394, 15.1869, 7.7336], [13.6372, 13.8422, 7.5515], [13.3258, 12.9711, 9.3763], [12.6975, 11.5881, 9.3883], [13.1502, 13.0597, 5.6951], [12.9269, 11.5603, 5.6484], [10.6974, 14.8515, 7.6716], [9.7160, 15.8557, 7.7829], [8.3522, 15.5489, 7.9215], [7.9149, 14.2439, 7.7804], [8.8557, 13.2191, 7.7363], [10.2034, 13.5203, 7.6320], [15.1068, 18.4733, 10.9866], [14.8551, 16.8420, 10.4445], [13.5270, 17.9944, 10.3777], [16.0923, 18.4027, 8.6179], [14.5654, 19.2054, 8.4622], [15.1720, 18.7713, 5.9889], [13.3543, 18.7889, 6.1274], [13.3167, 16.7021, 4.6242], [15.1632, 16.8177, 4.5161], [14.0859, 18.0555, 3.8039], [11.9508, 17.2209, 8.2777], [12.7697, 13.7394, 9.8918], [14.3327, 13.0288, 9.7737], [11.6491, 11.6293, 8.9554], [12.5443, 11.1152, 10.3683], [13.3340, 10.8752, 8.8175], [14.0208, 13.4554, 5.1112], [12.2817, 13.6118, 5.3757], [13.2483, 11.0139, 6.5350], [13.4335, 11.1083, 4.7839], [11.8628, 11.3154, 5.6362], [9.9813, 16.8997, 7.7495], [7.6018, 16.3537, 8.0982], [6.8426, 13.9775, 7.7361], [8.5733, 12.1588, 7.7341], [10.9275, 12.7147, 7.4382], [19.5388, 18.3386, 10.6863], [19.1596, 17.0957, 9.0057], [20.1556, 16.9491, 8.0250], [19.8000, 16.2407, 6.8680], [18.5488, 15.6981, 6.7381], [17.6800, 15.7167, 7.7847], [17.9547, 16.4188, 8.9149], [21.1468, 17.4087, 8.0827], [20.5547, 16.0956, 6.0834], [18.1939, 15.1935, 5.8204], [17.2223, 16.4719, 9.7258], [16.5956, 22.3678, 5.1383], [17.4293, 22.1704, 6.2869], [18.0799, 21.0147, 6.6410], [18.0600, 19.4123, 5.8397], [18.7648, 21.2346, 7.7868], [18.6890, 22.5646, 8.1444], [19.3951, 23.3596, 9.0517], [19.2717, 24.7254, 8.9745], [18.5218, 25.2926, 7.9323], [17.7492, 24.5602, 7.0800], [17.8473, 23.1864, 7.1506], [16.5282, 21.4471, 4.5758], [16.9895, 23.1555, 4.5007], [15.5849, 22.6594, 5.4600], [19.2855, 20.5068, 8.2389], [20.0704, 22.9095, 9.8054], [19.7783, 25.3851, 9.7031], [18.4640, 26.3945, 7.8866], [17.1118, 25.0118, 6.3447], [17.7843, 9.9338, 8.6518], [16.8576, 9.9131, 7.5200], [17.6618, 9.9059, 6.3004], [18.5584, 11.0271, 6.1882], [19.4515, 11.1099, 7.3136], [18.7158, 11.0516, 8.5949], [18.0210, 12.3228, 8.7643], [16.8119, 12.7055, 7.4221], [15.9285, 11.0457, 7.5873], [17.8096, 12.2604, 5.9207], [18.3977, 9.0318, 8.7674], [17.2189, 9.9409, 9.5924], [17.0141, 9.9166, 5.4042], [18.2497, 8.9420, 6.2541], [20.0600, 12.0219, 7.3010], [20.1325, 10.2341, 7.2660], [18.7474, 13.1560, 8.8615], [17.4894, 12.3400, 9.7604], [15.2106, 11.0086, 6.7080], [15.2986, 11.0454, 8.5298], [18.5295, 13.0701, 5.6600], [17.1594, 12.1359, 5.0507]]}

=====

5.
{"formula": "C22H25AsIN4S2Zn", "method": "the ωB97M-V functional and the def2-TZVPD basis", "e_above_lowest_kcal_mol": 3.1, "e_lumo_ev": -3.50, "gap_ev": 7.2, "mol_weight_g_mol": 676.820, "fmax_ev_per_a": 1.00, "charge": 1, "elements": ["Zn", "C", "S", "C", "S", "N", "N", "C", "C", "C", "C", "C", "C", "N", "H", "H", "H", "H", "H", "H", "H", "H", "C", "As", "C", "C", "C", "C", "C", "C", "C", "C", "H", "H", "H", "H", "H", "H", "H", "H", "H", "H", "H", "H", "H", "I", "C", "C", "C", "C", "C", "N", "H", "H", "H", "H"], "coordinates": [[-0.9156, 0.1213, 1.2434], [1.0015, 2.2818, 6.0750], [1.2424, 0.6126, 5.4155], [0.4527, 0.6767, 3.8801], [0.5259, -0.7745, 2.9678], [-0.1387, 1.8108, 3.5466], [-0.8280, 1.7843, 2.4082], [-1.3690, 2.8458, 1.9358], [-2.1828, 2.7082, 0.7353], [-2.9648, 3.7631, 0.2708], [-3.8003, 3.5566, -0.8113], [-3.8230, 2.3052, -1.4149], [-2.9933, 1.3192, -0.9163], [-2.1912, 1.5072, 0.1289], [1.6230, 2.3508, 6.9647], [-0.0440, 2.4230, 6.3334], [1.3126, 3.0078, 5.3326], [-1.2736, 3.8092, 2.4266], [-2.9159, 4.7192, 0.7748], [-4.4293, 4.3550, -1.1809], [-4.4693, 2.1008, -2.2564], [-2.9560, 0.3341, -1.3698], [1.8595, 1.5614, -1.0771], [0.8136, -0.0497, -0.7537], [0.1949, -0.3994, -2.5767], [2.2781, -1.3617, -0.5063], [3.2432, -1.4168, -1.6500], [4.4146, -0.6641, -1.6284], [5.2979, -0.6967, -2.6973], [5.0247, -1.4891, -3.8022], [3.8706, -2.2589, -3.8272], [2.9879, -2.2210, -2.7597], [2.5807, 1.3709, -1.8700], [2.3858, 1.8373, -0.1643], [1.2039, 2.3803, -1.3689], [1.0399, -0.3838, -3.2624], [-0.5139, 0.3768, -2.8646], [-0.3009, -1.3678, -2.6391], [1.8328, -2.3402, -0.3216], [2.7733, -1.0497, 0.4140], [4.6437, -0.0598, -0.7576], [6.2059, -0.1089, -2.6629], [5.7115, -1.5131, -4.6378], [3.6638, -2.8975, -4.6762], [2.0949, -2.8369, -2.7763], [-3.9969, -0.3855, 2.6779], [-3.2916, -1.8332, 1.3344], [-4.0793, -2.9277, 1.0187], [-3.5363, -3.9160, 0.2147], [-2.2275, -3.7864, -0.2284], [-1.5243, -2.6542, 0.1277], [-2.0492, -1.6789, 0.8795], [-5.0840, -3.0062, 1.4072], [-4.1231, -4.7865, -0.0456], [-1.7609, -4.5504, -0.8331], [-0.4964, -2.5052, -0.1766]]}